Record 1
{"formula": "C30H26BF2NO3P2PdS", "method": "ωB97M-V/def2-TZVPD", "species": ["C", "C", "C", "H", "C", "C", "C", "C", "C", "C", "H", "C", "C", "H", "H", "H", "H", "C", "H", "H", "H", "O", "C", "C", "P", "H", "C", "C", "C", "O", "O", "Pd", "H", "H", "H", "C", "C", "C", "H", "H", "H", "S", "H", "C", "P", "H", "C", "H", "C", "H", "C", "N", "H", "B", "H", "C", "F", "H", "C", "C", "H", "H", "C", "C", "C", "H", "F"], "xyz": [[-3.538970, 4.397310, 3.386570], [1.332837, 3.344719, 3.856113], [0.406821, -4.888111, -1.180162], [2.479953, 5.157301, -3.954146], [-2.213089, 6.189359, 2.487841], [4.060043, 2.208235, 2.205873], [-3.340942, 5.755333, 3.167878], [-1.468350, 3.907177, 2.253168], [0.295886, -6.075634, -0.507373], [0.065638, -6.036981, 0.869445], [1.902352, -0.316308, 4.940274], [-0.051764, -4.813830, 1.481852], [4.996311, 2.689396, 3.108372], [0.476161, 0.181668, 2.976844], [4.978285, 5.962209, 2.227579], [4.189907, 3.705296, -4.990325], [0.101090, 3.252773, -0.477934], [3.772940, 2.045983, -2.072728], [1.589450, 4.619212, -1.729569], [0.589056, -4.802097, -2.240409], [2.613407, 3.877629, 5.488099], [-1.082504, 1.376344, 1.304657], [3.445831, 3.080156, 1.313075], [0.707826, 3.309298, 0.432270], [-0.340729, 2.581403, 1.725797], [4.997464, 1.698235, -3.792146], [2.357105, 3.990132, -2.162107], [0.728749, 2.302224, 3.155164], [4.268812, 2.350281, -3.328410], [2.144511, 0.901084, 0.328170], [0.468669, -2.626006, -1.308405], [-0.155741, -0.492806, -0.389220], [-0.237628, -4.736078, 2.543951], [-2.769202, 2.416020, 3.068480], [-4.424658, 4.054448, 3.905888], [3.785001, 4.431841, 1.318326], [0.048984, -3.595195, 0.783885], [2.819574, 2.870590, -1.478599], [0.385578, -7.003969, -1.053168], [3.777648, 1.162790, 2.185037], [6.053584, 4.411839, 3.826172], [-0.155586, -2.087901, 1.554667], [3.325158, 5.112031, 0.609051], [5.322716, 4.037760, 3.119991], [2.240501, 2.364180, 0.158485], [2.967089, 1.534147, 6.195573], [-2.610857, 3.478319, 2.929017], [-0.023252, -6.949319, 1.444677], [2.136827, 3.069239, 4.947726], [5.465101, 2.010574, 3.809500], [-1.280699, 5.268083, 2.032163], [0.307391, -3.681677, -0.568127], [-4.070760, 6.473442, 3.519881], [-0.423682, 0.677933, -2.042736], [4.089781, 1.148061, -1.556405], [1.739163, 0.711537, 4.642886], [-0.658683, 2.052060, -2.006537], [-2.060834, 7.245523, 2.304640], [4.716778, 4.911374, 2.223612], [2.855087, 4.293673, -3.420296], [-0.410174, 5.625122, 1.497279], [1.179358, 4.373210, 3.547431], [3.812491, 3.476308, -4.001787], [0.929136, 0.983174, 3.548685], [2.336934, 1.749856, 5.341202], [0.971570, 4.343582, 0.660247], [-0.356948, 0.333344, -3.355381]], "forces_ev_per_angstrom": [[-0.027, 0.068, 0.009], [-0.056, -0.018, -0.005], [0.024, 0.017, -0.008], [-0.001, 0.004, -0.004], [-0.051, 0.019, 0.027], [-0.046, 0.040, -0.087], [0.006, -0.019, 0.000], [0.030, 0.054, -0.034], [-0.019, 0.006, 0.028], [0.013, 0.042, -0.008], [-0.001, -0.007, 0.004], [-0.007, -0.103, 0.015], [0.055, 0.048, 0.013], [-0.014, -0.003, 0.008], [0.003, 0.004, 0.003], [0.005, 0.003, -0.006], [0.033, -0.004, -0.003], [-0.052, -0.019, 0.028], [-0.014, -0.008, -0.001], [0.001, 0.002, 0.000], [0.002, 0.000, -0.001], [-0.066, 0.027, 0.202], [0.080, 0.034, -0.033], [0.033, -0.084, 0.007], [0.075, 0.007, -0.073], [0.004, -0.004, -0.006], [0.033, -0.003, 0.072], [-0.069, -0.012, 0.058], [0.008, 0.036, -0.050], [0.309, 0.052, 0.277], [-0.043, -0.021, 0.035], [-0.245, -0.194, -0.278], [-0.009, -0.006, -0.001], [0.004, -0.012, -0.007], [-0.004, 0.002, 0.004], [-0.066, -0.078, 0.022], [0.000, 0.047, -0.045], [-0.039, -0.012, -0.016], [0.007, -0.008, -0.003], [-0.002, -0.012, -0.009], [0.004, 0.005, 0.008], [0.040, 0.117, -0.031], [0.005, 0.002, -0.022], [-0.001, -0.012, -0.002], [-0.180, -0.003, -0.121], [0.009, -0.002, 0.006], [0.033, -0.012, -0.044], [-0.004, -0.014, 0.009], [0.004, -0.022, 0.047], [0.004, 0.000, 0.006], [0.036, -0.068, 0.037], [0.036, 0.023, 0.003], [-0.003, 0.004, 0.003], [0.110, -0.006, 0.140], [-0.008, -0.005, 0.005], [0.023, -0.007, 0.030], [-0.033, 0.134, -0.021], [-0.001, 0.005, 0.003], [0.029, -0.002, 0.042], [0.023, 0.000, -0.025], [0.004, 0.002, -0.007], [-0.023, 0.015, 0.009], [0.005, -0.017, 0.006], [0.056, 0.030, -0.119], [-0.009, 0.027, 0.009], [-0.021, 0.013, 0.006], [-0.031, -0.092, -0.113]], "charge": -1, "orbital_gap_ev": [4.7, 5.7], "e_tot_ha": -2872.8385, "spin_multiplicity": 2, "fmax_ha_per_bohr": 0.0081}

Record 2
{"formula": "C30H26BrMnN7O6S", "method": "ωB97M-V/def2-TZVPD", "species": ["C", "H", "C", "H", "H", "C", "C", "C", "C", "C", "H", "C", "C", "C", "H", "C", "H", "H", "O", "C", "C", "H", "H", "H", "O", "O", "S", "H", "N", "C", "N", "H", "C", "C", "O", "H", "C", "H", "C", "C", "H", "H", "N", "C", "N", "C", "C", "O", "C", "C", "Mn", "H", "C", "C", "Br", "C", "H", "O", "H", "C", "H", "N", "C", "H", "H", "N", "H", "H", "N", "H", "H", "C"], "xyz": [[1.814564, 4.713252, -0.436725], [-4.064837, 0.577602, -0.927426], [-0.546818, 7.786490, -3.901559], [0.752579, 9.358434, -4.521574], [2.332808, 5.414643, -5.144795], [-3.519921, 1.332665, -1.476847], [1.541956, 6.065556, -4.795299], [-0.675972, 6.398779, -3.809656], [0.528449, 2.677288, -0.025168], [-2.821396, -4.353600, 2.257350], [-2.191880, -0.979075, -3.633284], [1.739050, 3.354564, -0.158829], [-2.274071, 1.050980, -2.003674], [-1.318780, 4.397710, -3.432822], [2.072558, -2.809842, 0.499727], [-4.295051, -2.623100, 1.392757], [2.205117, -2.652803, 2.267644], [-1.529272, 5.290467, -0.441822], [0.360329, -2.207009, -1.315273], [2.803184, -0.076223, 0.641956], [-3.353914, 3.551887, -2.374920], [-1.627197, 2.870249, 0.051185], [-3.742339, 4.552664, -2.501222], [1.311131, -0.395272, 1.987640], [-1.692590, -0.200398, -1.770405], [1.211469, -0.190138, -1.953227], [1.370832, -1.690031, -2.383992], [0.012134, 0.858785, -2.976506], [-1.713254, 5.638116, -3.305559], [-4.088878, -3.876348, 1.991280], [1.704854, -0.865243, 1.179993], [-1.346044, 8.435053, -3.568525], [-4.061926, 2.589321, -1.681764], [0.621931, 8.288227, -4.432854], [-0.346877, 1.708469, -3.283359], [-5.307700, -2.287540, 1.215301], [-0.613084, 4.722646, -0.355850], [0.609270, 6.437723, -0.779197], [1.652344, 7.438495, -4.874555], [-1.956637, -2.288565, 1.290376], [3.626130, 0.087716, 1.344045], [3.720945, 2.555389, 0.084997], [-0.081755, 4.286238, -4.003820], [-1.558010, 1.985142, -2.746900], [0.800301, 1.327986, 0.244810], [0.360794, 5.566260, -4.251450], [-3.238219, -1.810936, 1.037295], [2.686863, -2.132161, -2.038432], [1.669028, -2.304439, 1.380297], [2.124313, 1.227912, 0.306955], [0.102963, -0.534211, -0.441510], [3.195761, -0.553937, -0.259287], [-1.764207, -3.530789, 1.890498], [0.611276, 5.381228, -0.546615], [-5.768208, 2.985705, -0.977958], [-2.092779, 3.269564, -2.893769], [-2.664782, -5.315669, 2.725503], [0.876793, -1.886202, -3.700849], [2.760291, 5.223260, -0.560018], [0.191377, -2.577097, 1.495883], [-1.740810, -2.162784, -2.377563], [-0.709706, -1.706987, 1.061874], [-2.289131, -1.250805, -2.583709], [0.396656, 3.417545, -4.166738], [-3.337782, -1.358892, -2.311336], [2.726466, 2.397243, 0.074132], [-4.946307, -4.479468, 2.255703], [0.106841, -4.456763, 2.407088], [-0.382722, -3.671596, 2.009597], [2.550110, 7.874227, -5.292516], [-3.389827, -0.834970, 0.597876], [-0.677201, 3.369020, -0.092064]], "forces_ev_per_angstrom": [[-0.002, -0.011, 0.002], [0.005, -0.002, -0.007], [-0.006, 0.001, -0.001], [0.001, 0.000, 0.001], [-0.003, -0.001, 0.001], [-0.002, -0.003, 0.009], [0.002, -0.004, -0.002], [-0.015, 0.005, -0.012], [-0.001, -0.021, 0.024], [0.008, 0.002, 0.000], [0.009, -0.014, -0.003], [0.017, 0.020, 0.009], [-0.001, -0.013, 0.000], [-0.015, -0.006, -0.020], [0.008, 0.002, -0.001], [-0.002, -0.006, -0.002], [-0.003, -0.003, 0.006], [0.001, 0.003, -0.001], [-0.015, 0.008, 0.013], [0.004, -0.012, 0.009], [-0.009, -0.021, 0.011], [0.002, -0.004, 0.001], [-0.004, 0.000, 0.003], [0.000, 0.001, 0.003], [-0.042, 0.012, 0.055], [0.042, 0.077, -0.051], [0.060, -0.075, 0.054], [0.027, -0.015, 0.001], [0.018, 0.014, 0.017], [-0.004, 0.004, -0.005], [-0.005, 0.004, -0.005], [0.003, 0.001, -0.001], [-0.001, 0.016, -0.013], [0.003, -0.001, -0.002], [-0.034, 0.015, 0.003], [0.000, -0.001, 0.002], [0.011, 0.000, 0.004], [-0.002, -0.004, -0.001], [-0.003, 0.002, -0.001], [-0.022, 0.013, -0.011], [0.006, 0.007, -0.006], [0.001, -0.003, -0.001], [0.005, 0.003, 0.016], [0.009, 0.026, -0.009], [-0.023, -0.004, -0.035], [0.004, -0.012, -0.003], [0.009, 0.000, 0.012], [-0.001, -0.008, -0.032], [0.007, 0.034, -0.026], [0.014, 0.012, 0.002], [-0.086, -0.028, 0.014], [0.000, -0.003, 0.000], [0.012, -0.007, 0.006], [-0.002, -0.005, 0.006], [0.010, 0.003, -0.001], [0.005, 0.019, -0.016], [-0.003, 0.000, -0.001], [-0.012, 0.015, 0.002], [0.000, 0.001, 0.004], [-0.010, -0.034, 0.022], [0.000, 0.005, -0.008], [0.030, -0.009, -0.012], [0.011, -0.026, -0.001], [0.004, 0.001, 0.002], [0.001, 0.014, -0.004], [-0.010, 0.001, -0.007], [0.001, 0.000, 0.000], [0.001, -0.002, -0.002], [-0.016, 0.000, 0.003], [-0.001, 0.001, 0.000], [0.000, 0.000, -0.001], [0.006, 0.015, -0.011]], "charge": 1, "orbital_gap_ev": [5.4, 6.7], "e_tot_ha": -6116.7220, "spin_multiplicity": 5, "fmax_ha_per_bohr": 0.0021}